(1)
DFT (ωB97M-V/def2-TZVPD) results for C34H93MgN8O9 as an isolated structure at a distorted geometry.

Summary:
- HOMO (Eh) = -0.379
- total charge = +1
- multiplicity = 1

The geometry in XYZ format:
```
145
Properties=species:S:1:pos:R:3:lowdin_charge:R:1
Mg 3.58 -0.75 -1.91 0.932
C 0.29 0.11 0.59 -0.059
C 0.54 -1.00 -0.48 -0.378
O 1.87 -1.13 -0.91 -0.382
H 0.64 1.01 0.08 0.050
H 0.78 0.04 1.56 0.055
H -0.77 0.26 0.78 0.064
H -0.05 -0.74 -1.37 0.077
H 0.15 -1.97 -0.16 0.076
C 1.90 -4.40 3.29 -0.027
C 1.95 -3.19 2.32 -0.454
C 3.02 -2.17 2.70 -0.152
O 2.60 -1.71 4.04 -0.223
C 3.56 -0.92 4.74 -0.092
N 2.11 -3.67 0.98 0.069
H 0.88 -4.79 3.24 0.064
H 2.04 -4.04 4.31 0.082
H 2.69 -5.09 2.98 0.084
H 1.01 -2.69 2.56 0.122
H 3.07 -1.22 2.16 0.106
H 3.98 -2.67 2.80 0.121
H 3.30 0.13 4.59 0.071
H 4.51 -1.06 4.23 0.077
H 3.59 -1.12 5.81 0.093
H 1.78 -2.86 0.47 0.029
H 1.66 -4.52 0.66 0.087
C 5.76 -4.30 -0.54 -0.033
C 4.95 -3.29 -1.41 -0.383
C 3.75 -3.81 -2.17 -0.153
O 3.27 -2.68 -2.90 -0.253
C 2.14 -3.06 -3.61 -0.083
N 4.63 -2.15 -0.52 0.033
H 5.85 -5.28 -1.02 0.084
H 5.18 -4.46 0.36 0.077
H 6.78 -4.01 -0.32 0.086
H 5.70 -3.02 -2.15 0.140
H 3.00 -4.18 -1.47 0.130
H 4.14 -4.56 -2.85 0.149
H 1.42 -3.35 -2.84 0.097
H 2.25 -3.98 -4.18 0.105
H 1.68 -2.27 -4.21 0.110
H 4.00 -2.50 0.19 0.047
H 5.43 -1.89 0.05 0.103
C 3.70 2.24 1.15 -0.009
C 3.51 2.07 -0.41 -0.393
C 4.11 3.20 -1.16 -0.220
O 4.03 2.95 -2.56 -0.191
C 4.93 3.80 -3.20 -0.109
N 4.25 0.87 -0.73 0.013
H 3.14 3.12 1.46 0.086
H 4.77 2.44 1.26 0.094
H 3.23 1.47 1.76 0.076
H 2.47 1.97 -0.72 0.125
H 5.11 3.40 -0.78 0.136
H 3.50 4.11 -1.10 0.146
H 4.77 3.85 -4.27 0.096
H 5.93 3.38 -3.14 0.090
H 4.87 4.79 -2.75 0.099
H 4.43 0.61 0.23 0.072
H 5.17 1.24 -0.92 0.105
C 0.49 3.45 -2.91 -0.042
C -0.04 2.81 -4.23 -0.426
C 0.59 3.39 -5.55 -0.132
O 0.43 4.87 -5.61 -0.200
C 0.99 5.40 -6.84 -0.112
N 0.20 1.42 -4.19 0.029
H 0.50 4.50 -2.65 0.079
H 1.49 3.11 -2.64 0.045
H -0.19 3.15 -2.11 0.067
H -1.12 2.90 -4.18 0.116
H 0.07 2.98 -6.41 0.120
H 1.65 3.16 -5.49 0.114
H 1.23 6.46 -6.82 0.078
H 0.22 5.32 -7.61 0.082
H 1.94 4.98 -7.18 0.078
H -0.09 0.97 -3.32 0.047
H -0.31 0.98 -4.94 0.041
C -2.40 5.44 4.95 -0.074
C -2.51 3.96 5.36 -0.427
C -1.20 3.23 5.10 -0.146
O -0.55 3.55 3.83 -0.175
C 0.36 2.63 3.40 -0.156
N -2.78 4.07 6.77 0.024
H -2.10 5.40 3.91 0.065
H -1.63 6.04 5.44 0.084
H -3.34 5.96 5.13 0.077
H -3.41 3.59 4.87 0.113
H -1.43 2.17 5.13 0.120
H -0.53 3.40 5.94 0.127
H 1.26 2.52 4.01 0.088
H 0.81 2.70 2.41 0.068
H -0.20 1.69 3.35 0.071
H -3.48 4.79 6.86 0.068
H -1.95 4.42 7.22 0.069
C -2.74 0.33 -3.21 -0.040
C -2.00 -0.86 -3.81 -0.460
C -2.63 -2.20 -3.52 -0.190
O -2.35 -3.15 -4.56 -0.213
C -3.02 -4.44 -4.46 -0.058
N -1.76 -0.55 -5.20 0.040
H -3.80 0.18 -3.38 0.082
H -2.50 1.26 -3.73 0.065
H -2.58 0.39 -2.14 0.081
H -1.00 -0.95 -3.40 0.100
H -3.70 -1.99 -3.44 0.118
H -2.24 -2.59 -2.58 0.113
H -2.71 -4.83 -3.49 0.078
H -2.42 -5.09 -5.08 0.086
H -4.10 -4.44 -4.65 0.094
H -2.60 -0.22 -5.66 0.089
H -1.70 -1.42 -5.70 0.072
C -1.33 -6.02 1.23 -0.071
C -1.63 -4.59 1.72 -0.371
C -2.41 -3.82 0.57 -0.195
O -3.67 -4.38 0.23 -0.199
C -4.68 -3.48 -0.24 -0.087
N -2.56 -4.66 2.90 0.045
H -2.23 -6.63 1.22 0.080
H -0.68 -6.57 1.91 0.070
H -0.90 -6.14 0.24 0.071
H -0.72 -4.07 2.03 0.095
H -1.72 -3.86 -0.27 0.106
H -2.71 -2.90 1.07 0.110
H -5.61 -3.93 -0.59 0.094
H -4.31 -2.83 -1.03 0.063
H -4.97 -2.73 0.50 0.079
H -3.45 -4.89 2.49 0.057
H -2.79 -3.72 3.19 0.053
C -6.93 3.08 2.84 -0.047
C -5.45 3.57 2.84 -0.413
C -4.49 2.46 2.40 -0.226
O -4.50 1.41 3.33 -0.179
C -3.56 0.37 2.92 -0.077
N -5.36 4.76 1.96 0.034
H -6.97 2.04 3.16 0.070
H -7.26 3.11 1.81 0.073
H -7.68 3.70 3.33 0.074
H -5.19 3.98 3.81 0.113
H -3.45 2.78 2.44 0.110
H -4.58 2.08 1.38 0.126
H -3.69 0.03 1.89 0.074
H -3.70 -0.56 3.47 0.081
H -2.52 0.62 3.12 0.066
H -5.55 5.48 2.64 0.067
H -4.38 4.98 1.84 0.058
```

(2)
DFT (ωB97M-V/def2-TZVPD) results for a 7-piece molecular cluster, C30H49N7O11 overall at a distorted geometry.

Summary:
- HOMO (Eh) = -0.317
- multiplicity = 1

The geometry in XYZ format:
```
97
Properties=species:S:1:pos:R:3:lowdin_charge:R:1
C 3.40 -0.22 -1.89 0.035
C 2.39 0.95 -1.69 -0.351
C 1.68 1.13 -0.39 -0.166
C 2.52 1.59 0.79 -0.103
C 3.11 3.04 0.29 -0.118
C 3.99 2.88 -0.90 -0.397
N 3.21 2.23 -1.99 0.028
O 3.61 2.38 -3.09 0.252
C 5.37 2.22 -0.59 0.049
C 4.16 4.33 -1.34 -0.023
C 1.25 0.86 -2.80 0.022
H 3.89 -0.18 -2.90 0.117
H 3.01 -1.21 -1.99 0.076
H 4.03 -0.20 -1.01 0.070
H 1.06 0.27 -0.39 0.101
H 1.02 1.95 -0.33 0.094
H 3.37 0.82 0.95 0.120
H 1.88 1.95 1.65 0.108
H 3.65 3.47 1.17 0.158
H 2.35 3.78 0.44 0.094
H 5.24 1.25 0.03 0.112
H 6.12 2.68 -0.21 0.029
H 5.90 1.70 -1.33 0.078
H 4.78 5.05 -0.82 0.112
H 3.38 4.97 -1.46 0.070
H 4.69 4.42 -2.26 0.081
H 1.59 0.40 -3.81 0.133
H 0.71 1.82 -2.98 0.114
H 0.50 0.32 -2.47 -0.002
N -1.35 -1.38 0.43 -0.594
O -1.88 -2.55 0.57 -0.083
O -0.93 -1.05 -0.69 -0.095
O -1.55 -0.56 1.32 -0.047
C -6.56 -2.12 0.76 -0.058
C -5.20 -1.67 0.17 -0.027
C -4.93 -1.88 -1.32 0.022
C -5.94 -2.66 -2.11 -0.043
C -7.33 -3.20 -1.43 0.047
C -7.53 -2.96 0.00 -0.112
N -5.76 -2.65 -3.61 -0.380
O -4.68 -2.33 -4.01 0.077
O -6.68 -3.21 -4.27 0.030
H -6.77 -1.90 2.06 0.169
H -4.50 -1.13 0.70 0.033
H -3.92 -1.70 -1.72 0.090
H -8.14 -3.72 -1.97 0.085
H -8.34 -3.34 0.56 0.058
C 1.02 -2.99 3.31 -0.101
C 1.04 -4.33 4.07 0.038
C 2.36 -4.74 4.84 0.059
C 3.56 -3.85 4.85 -0.164
C 3.49 -2.63 3.93 0.098
C 2.09 -2.16 3.23 -0.072
N 4.69 -4.12 5.62 -0.397
O 4.70 -5.09 6.37 0.069
O 5.70 -3.48 5.38 0.067
H 0.10 -2.41 2.84 0.131
H 0.21 -4.93 4.02 0.036
H 2.43 -5.59 5.51 0.086
H 4.32 -1.90 3.94 0.081
H 2.27 -1.35 2.51 0.067
C -3.02 4.26 -0.96 -0.349
O -3.68 5.27 -1.14 0.011
N -3.49 2.99 -0.81 -0.149
C -2.75 1.70 -1.06 -0.004
C -4.88 2.75 -0.62 -0.100
H -1.91 4.18 -1.20 0.135
H -2.96 0.92 -0.45 0.023
H -1.59 1.72 -0.80 0.118
H -2.84 1.52 -1.99 0.025
H -5.34 1.92 -1.08 0.054
H -5.64 3.59 -0.87 0.119
H -5.28 2.57 0.43 0.102
C 0.07 4.18 1.70 -0.333
O 0.39 5.36 1.85 -0.001
N -0.26 3.43 2.81 -0.178
C -0.94 2.17 2.59 -0.062
C -0.34 3.98 4.24 0.000
H -0.02 3.60 0.89 0.069
H -1.51 2.18 1.71 0.058
H -1.28 1.76 3.49 0.070
H -0.08 1.42 2.35 0.097
H 0.47 3.46 4.71 0.065
H -1.12 3.40 4.63 0.048
H -0.21 5.18 4.39 0.149
C -0.28 -2.33 -3.79 -0.328
O -0.28 -1.78 -4.97 -0.094
N 0.59 -3.19 -3.33 -0.137
C 0.91 -3.48 -1.91 -0.031
C 1.69 -3.64 -4.29 -0.031
H -0.99 -1.76 -2.93 0.169
H 1.75 -3.18 -1.49 0.021
H 0.74 -4.47 -1.87 0.049
H -0.03 -3.32 -1.21 0.126
H 2.08 -3.10 -5.10 0.051
H 1.52 -4.63 -4.72 0.088
H 2.66 -3.72 -3.72 0.090
```

(3)
DFT (ωB97M-V/def2-TZVPD) results for a 2-piece molecular cluster, C6H15N5O overall at a distorted geometry.

Summary:
- HOMO (spin up / spin down) (Eh) = -0.485 / -0.601
- total charge = +2
- ⟨S²⟩ = 2.02
- multiplicity = 3

The geometry in XYZ format:
```
27
Properties=species:S:1:pos:R:3:mulliken_spin:R:1
C 2.86 1.80 2.35 0.203
C 1.38 0.54 0.86 1.427
C 2.78 0.42 1.70 0.160
C -3.09 -2.19 -2.51 0.000
C -3.26 0.36 -2.31 0.003
C -2.02 0.07 -1.60 -0.004
N 1.87 2.54 1.97 0.045
N 1.08 1.79 1.05 0.120
N 3.81 0.14 0.79 0.055
N 2.91 -0.71 2.72 0.023
N -3.07 -0.91 -1.66 0.000
O -1.72 0.72 -0.41 0.003
H 3.64 2.22 2.97 0.004
H -2.11 -2.60 -2.93 0.000
H -3.40 -2.94 -1.88 0.000
H -3.79 -1.93 -3.31 0.000
H -3.93 1.07 -1.86 0.000
H -3.44 0.32 -3.39 0.000
H -1.26 -0.26 -2.30 -0.001
H 4.68 0.55 0.88 -0.009
H 3.41 -0.02 -0.08 -0.020
H 3.36 -0.26 3.62 0.001
H 3.33 -1.55 2.23 0.003
H 1.98 -1.02 3.01 -0.007
H 0.21 2.14 0.67 -0.007
H -3.60 -1.12 -0.77 0.000
H -2.61 0.82 0.18 0.000
```

(4)
DFT (ωB97M-V/def2-TZVPD) results for C5H11CuN5O6S as an isolated structure.

Summary:
- HOMO (spin up / spin down) (Eh) = -0.275 / -0.318
- ⟨S²⟩ = 0.75
- multiplicity = 2

The geometry in XYZ format:
```
29
Properties=species:S:1:pos:R:3:mulliken_spin:R:1
Cu -0.39 -0.96 -2.22 0.002
C 2.51 -4.77 0.19 0.000
O 1.52 -4.29 -0.73 0.000
C 1.28 -2.98 -0.86 0.000
O 0.36 -2.66 -1.60 0.000
N 2.07 -2.14 -0.18 0.000
N 1.96 -0.75 -0.18 0.000
H 2.43 -5.85 0.16 0.000
H 2.30 -4.42 1.20 0.000
H 3.51 -4.47 -0.13 0.000
H 2.86 -2.49 0.33 0.000
H 1.97 -0.37 -1.11 0.000
H 1.14 -0.44 0.33 0.003
N -1.89 -0.15 -0.84 -0.001
N -2.07 1.19 -1.19 -0.004
C -1.36 1.76 -2.18 0.008
N -1.40 3.10 -2.21 0.003
S -0.52 0.91 -3.39 0.000
H -2.79 -0.61 -0.84 0.000
H -1.48 -0.20 0.10 -0.001
H -2.36 1.81 -0.43 -0.004
H -1.55 3.59 -1.33 0.002
H -0.79 3.54 -2.88 0.001
O -1.10 3.07 0.79 0.161
C -0.16 2.31 0.71 0.138
O 0.74 1.98 -0.03 0.192
C -0.20 1.06 2.20 0.159
O 0.06 1.64 3.21 0.190
O -0.49 -0.02 1.71 0.151
```

(5)
DFT (ωB97M-V/def2-TZVPD) results for a 2-piece molecular cluster, C5H15NOS overall at a distorted geometry.

Summary:
- HOMO (Eh) = -0.303
- structure (SMILES) = CNCCCCS.O
- multiplicity = 1

The geometry in XYZ format:
```
23
Properties=species:S:1:pos:R:3:lowdin_charge:R:1
C -1.24 2.54 0.77 -0.143
N -0.14 1.94 1.51 -0.140
C 0.57 0.86 0.77 -0.219
C -0.36 -0.36 0.63 -0.210
C -1.02 -0.63 -0.74 -0.261
C -0.21 -1.39 -1.81 -0.542
S 0.75 -0.36 -3.00 0.691
H -1.85 1.79 0.26 0.053
H -1.84 3.18 1.39 0.071
H -0.89 3.14 -0.09 0.082
H -0.43 1.70 2.44 0.088
H 1.00 1.36 -0.11 0.110
H 1.54 0.54 1.19 0.097
H -1.14 -0.22 1.38 0.105
H 0.17 -1.27 0.96 0.072
H -2.05 -0.96 -0.71 0.099
H -1.03 0.40 -1.14 0.070
H -0.98 -1.89 -2.40 0.056
H 0.47 -2.14 -1.43 0.050
H 1.97 -0.69 -2.64 -0.178
O 1.96 -2.31 0.71 -0.061
H 2.68 -1.94 1.24 0.048
H 2.07 -3.28 0.83 0.063
```

(6)
DFT (ωB97M-V/def2-TZVPD) results for a 2-piece molecular cluster, C3H7N3OS overall at a distorted geometry.

Summary:
- HOMO (Eh) = -0.312
- multiplicity = 1

The geometry in XYZ format:
```
15
Properties=species:S:1:pos:R:3:lowdin_charge:R:1
C 1.59 -0.75 0.53 -0.256
C 0.13 -0.66 0.01 -0.439
C -1.08 1.51 -0.28 -0.305
H 3.66 -1.32 -0.81 0.337
H 1.67 -1.85 0.82 0.116
H 1.87 -0.03 1.46 0.154
H 0.81 1.15 -0.60 0.105
H -0.70 2.66 -0.42 0.169
H -2.86 2.10 0.30 0.057
H -2.56 -0.64 -0.07 -0.197
N -0.05 0.70 -0.41 0.074
N -2.28 1.24 0.21 0.020
N -0.50 -1.72 0.15 -0.284
O 2.47 -0.47 -0.58 -0.251
S -2.17 -1.91 -0.32 0.699
```